[1]
Below is a molecular structure, C44H46F5N3O4P3S3Tc in a non-equilibrium geometry, with properties calculated with ωB97M-V with the def2-TZVPD basis set.

Structure (XYZ):
```
109
Properties=species:S:1:pos:R:3:lowdin_charge:R:1
Tc -0.984 -1.142 0.593 0.892
O -3.666 -3.229 2.476 0.039
C -2.828 -2.846 1.660 -0.703
O -1.675 -2.359 1.854 -0.388
C -3.244 -2.970 0.172 -0.216
P -1.827 -2.686 -0.942 1.016
C -2.280 -2.040 -2.555 -0.319
C -1.218 -1.679 -3.426 -0.076
C -1.447 -1.047 -4.638 -0.132
C -2.777 -0.776 -5.028 -0.136
C -3.828 -1.139 -4.197 -0.099
C -3.579 -1.762 -2.961 -0.073
C -0.994 -4.262 -1.194 -0.320
C -0.163 -4.733 -0.170 -0.068
C 0.588 -5.893 -0.326 -0.073
C 0.517 -6.609 -1.515 -0.095
C -0.314 -6.165 -2.537 -0.094
C -1.064 -5.003 -2.377 -0.087
H -4.017 -2.212 0.008 0.091
H -3.705 -3.948 0.006 0.092
H -0.192 -1.868 -3.130 0.101
H -0.615 -0.764 -5.270 0.121
H -2.971 -0.270 -5.966 0.132
H -4.848 -0.914 -4.487 0.121
H -4.419 -2.002 -2.318 0.113
H -0.083 -4.176 0.762 0.098
H 1.230 -6.224 0.482 0.107
H 1.109 -7.509 -1.642 0.098
H -0.373 -6.719 -3.468 0.097
H -1.699 -4.673 -3.194 0.101
F -4.200 4.358 5.756 0.092
C -3.669 3.449 4.921 -0.157
C -2.296 3.331 4.808 -0.147
F -1.502 4.130 5.536 0.104
C -1.743 2.394 3.947 -0.239
F -0.410 2.326 3.878 0.027
C -2.566 1.556 3.183 -0.464
S -1.891 0.385 2.108 0.732
C -3.955 1.690 3.310 -0.237
F -4.804 0.924 2.612 0.079
C -4.497 2.630 4.174 -0.152
F -5.829 2.751 4.290 0.098
O 0.343 -1.130 -0.562 -0.480
S 1.508 0.145 4.581 0.317
P 2.433 -1.098 3.551 0.142
S 0.774 -1.122 2.114 0.342
C 3.894 -1.128 4.730 -0.427
C 4.287 -2.357 5.267 -0.117
C 5.376 -2.437 6.136 -0.114
C 6.083 -1.290 6.474 -0.122
C 5.702 -0.058 5.945 -0.096
C 4.616 0.025 5.079 -0.119
C 3.371 -0.026 2.332 -0.459
C 3.025 1.297 2.033 -0.134
C 3.763 2.025 1.100 -0.104
C 4.848 1.439 0.452 -0.125
C 5.196 0.125 0.737 -0.114
C 4.462 -0.602 1.671 -0.110
H 3.748 -3.260 5.009 0.089
H 5.673 -3.394 6.547 0.089
H 6.929 -1.351 7.147 0.087
H 6.252 0.837 6.206 0.093
H 4.341 0.991 4.680 0.093
H 2.182 1.781 2.511 0.069
H 3.490 3.047 0.877 0.073
H 5.417 2.007 -0.274 0.086
H 6.036 -0.335 0.232 0.089
H 4.742 -1.629 1.880 0.101
O -1.702 0.104 -0.662 -0.485
P -0.901 1.078 -1.519 0.682
N 0.382 0.363 -2.339 -0.129
C 1.358 -0.472 -1.625 -0.282
C 2.422 -0.817 -2.649 -0.119
C 2.475 0.448 -3.492 -0.152
C 1.017 0.912 -3.538 -0.185
N -0.220 2.293 -0.647 -0.152
C -0.779 2.707 0.645 -0.246
C -0.310 4.139 0.870 -0.152
C 0.906 4.266 -0.026 -0.164
C 0.545 3.395 -1.218 -0.193
N -1.850 1.797 -2.662 -0.140
C -2.905 2.708 -2.191 -0.184
C -3.885 2.865 -3.345 -0.155
C -3.435 1.852 -4.387 -0.153
C -2.547 0.898 -3.599 -0.259
H 0.869 -1.451 -1.201 -0.121
H 1.807 0.095 -0.801 0.148
H 2.105 -1.669 -3.264 0.112
H 3.382 -1.060 -2.193 0.120
H 2.890 0.268 -4.487 0.109
H 3.092 1.200 -2.990 0.111
H 0.530 0.504 -4.427 0.084
H 0.959 2.000 -3.604 0.102
H -0.400 2.051 1.427 0.038
H -1.870 2.662 0.665 0.091
H -0.080 4.345 1.917 0.114
H -1.084 4.843 0.543 0.110
H 1.787 3.868 0.482 0.081
H 1.110 5.301 -0.311 0.113
H 1.453 3.055 -1.722 0.106
H -0.062 3.963 -1.933 0.110
H -2.491 3.677 -1.899 0.110
H -3.427 2.289 -1.323 0.122
H -3.878 3.878 -3.756 0.107
H -4.901 2.643 -3.009 0.113
H -2.855 2.346 -5.174 0.120
H -4.281 1.350 -4.856 0.102
H -1.847 0.313 -4.290 0.051
H -3.140 0.184 -3.060 0.086
```

The calculation puts the LUMO energy (spin up / spin down) at 0.065 / 0.065 Eh. Its expectation value of S² is 1.207. The HOMO energy (spin up / spin down) comes out at -3.29 / -3.48 eV. As for the spin multiplicity: 2. Its total charge is -1.

[2]
Below is a molecular structure, C30H44BrN4O5SSi2V in a non-equilibrium geometry, with properties calculated with ωB97M-V with the def2-TZVPD basis set.

Structure (XYZ):
```
88
Properties=species:S:1:pos:R:3:lowdin_charge:R:1
V 0.524 0.260 -0.199 0.880
O -1.846 -0.918 -3.837 0.051
C -0.834 -1.101 -3.161 -0.564
O -0.310 -0.257 -2.357 -0.116
C -0.179 -2.487 -3.255 -0.073
C -0.991 -3.481 -2.406 -0.250
C -0.556 -4.925 -2.664 -0.082
C 0.798 -4.974 -1.917 -0.085
C 0.885 -3.540 -1.383 -0.252
O -0.485 -3.224 -1.083 -0.064
C 1.206 -2.607 -2.571 -0.083
C 1.808 -1.282 -2.197 -0.446
O 2.523 -0.590 -2.845 0.171
O 1.584 -0.947 -0.847 -0.254
H -0.156 -2.783 -4.302 0.163
H -2.062 -3.312 -2.438 0.137
H -0.482 -5.158 -3.724 0.122
H -1.274 -5.611 -2.215 0.117
H 1.638 -5.216 -2.566 0.119
H 0.785 -5.695 -1.102 0.117
H 1.498 -3.402 -0.500 0.113
H 1.925 -3.067 -3.250 0.166
C -3.493 -1.970 2.986 -0.020
C -2.023 -2.054 2.689 -0.227
C -1.193 -3.004 3.270 0.017
C 0.152 -3.000 2.964 -0.081
C 0.638 -2.061 2.068 -0.693
Br 2.503 -2.044 1.820 0.975
N -0.136 -1.159 1.460 -0.006
C -1.438 -1.166 1.805 -0.121
H -3.756 -2.591 3.840 0.086
H -4.081 -2.310 2.133 0.087
H -3.790 -0.945 3.206 0.091
H -1.588 -3.725 3.973 0.131
H 0.837 -3.699 3.420 0.110
H -2.038 -0.385 1.358 0.045
C 4.154 0.484 -0.081 -0.180
Si 3.333 1.554 1.217 0.493
C 3.847 1.043 2.950 -0.188
C 4.074 3.254 0.888 -0.150
C 1.386 1.679 1.067 -0.368
C 1.186 2.617 -0.073 -0.443
C 1.022 4.002 -0.124 -0.018
C 0.859 4.592 -1.361 -0.015
C 0.820 3.819 -2.524 -0.020
C 0.922 2.452 -2.410 -0.069
N 1.123 1.903 -1.209 -0.029
Si 0.587 2.211 2.733 0.478
C -1.169 2.826 2.505 -0.198
C 1.533 3.639 3.510 -0.160
C 0.553 0.856 4.034 -0.147
H 5.228 0.558 0.116 0.048
H 3.979 0.874 -1.085 0.040
H 3.876 -0.565 -0.081 -0.021
H 4.853 0.621 2.892 0.046
H 3.208 0.295 3.411 -0.019
H 3.895 1.907 3.613 0.029
H 5.155 3.100 0.825 0.046
H 3.900 3.991 1.671 0.032
H 3.768 3.689 -0.062 0.035
H 1.060 4.593 0.780 0.112
H 0.762 5.668 -1.430 0.122
H 0.699 4.277 -3.495 0.115
H 0.845 1.765 -3.241 0.129
H -1.280 3.534 1.683 0.023
H -1.436 3.351 3.426 0.045
H -1.899 2.030 2.362 -0.004
H 1.312 4.599 3.041 0.034
H 2.612 3.510 3.532 0.005
H 1.198 3.712 4.549 0.048
H 0.297 -0.139 3.675 0.004
H -0.205 1.143 4.767 0.047
H 1.502 0.793 4.567 0.031
C -3.348 2.144 -2.877 -0.022
N -3.574 0.889 -2.194 -0.133
C -4.451 -0.108 -2.806 -0.090
C -4.182 -1.372 -1.975 -0.096
N -3.078 -0.946 -1.114 0.072
C -2.790 0.345 -1.281 -0.660
S -1.725 1.305 -0.328 0.849
H -4.303 2.637 -3.055 0.099
H -2.854 1.942 -3.830 0.106
H -2.721 2.788 -2.268 0.057
H -4.159 -0.244 -3.847 0.121
H -5.486 0.225 -2.742 0.130
H -3.889 -2.196 -2.618 0.106
H -5.040 -1.668 -1.371 0.122
H -2.550 -1.550 -0.506 0.123
```

The calculation puts the LUMO energy (spin up / spin down) at -0.143 / -0.120 Eh. Its expectation value of S² is 0.773. The HOMO energy (spin up / spin down) comes out at -11.44 / -11.46 eV. As for the spin multiplicity: 2. The calculation puts the energy relative to the best compared isomer or geometry (same formula, charge and spin) at 0.0 kcal per mole. Its total charge is +1.

[3]
Below is a molecular structure, C6F18MnN3O12S6 in a non-equilibrium geometry, with properties calculated with ωB97M-V with the def2-TZVPD basis set.

Structure (XYZ):
```
46
Properties=species:S:1:pos:R:3:lowdin_charge:R:1
Mn 0.012 0.174 0.022 0.880
C -2.074 -2.673 -2.048 -0.663
F -1.119 -3.077 -2.886 0.141
F -3.248 -3.032 -2.548 0.154
F -1.894 -3.211 -0.855 0.149
S -1.972 -0.790 -1.975 0.634
O -0.652 -0.471 -2.452 -0.309
O -3.082 -0.270 -2.674 -0.236
N -1.895 -0.376 -0.372 -0.369
S -3.314 -0.558 0.410 0.606
O -4.246 -1.375 -0.279 -0.246
O -3.042 -0.826 1.781 -0.242
C -4.012 1.170 0.436 -0.661
F -4.829 1.362 -0.606 0.137
F -4.718 1.332 1.550 0.149
F -3.035 2.065 0.415 0.134
C 2.003 -0.028 3.664 -0.660
F 2.388 -0.724 4.712 0.162
F 1.864 1.252 3.977 0.154
F 2.943 -0.154 2.719 0.128
S 0.360 -0.669 3.002 0.620
O -0.062 -1.627 3.963 -0.244
O -0.495 0.463 2.861 -0.284
N 0.684 -1.188 1.454 -0.362
S 0.727 -2.802 1.554 0.582
O 1.691 -3.272 2.489 -0.252
O -0.569 -3.376 1.546 -0.249
C 1.402 -3.225 -0.127 -0.654
F 1.016 -4.438 -0.483 0.163
F 0.977 -2.326 -1.042 0.089
F 2.731 -3.201 -0.091 0.149
C -0.030 4.077 -1.015 -0.670
F 0.195 5.305 -0.573 0.164
F -1.311 3.765 -1.095 0.160
F 0.503 3.965 -2.223 0.147
S 0.810 2.889 0.163 0.675
O 1.847 3.614 0.791 -0.231
O -0.179 2.280 1.023 -0.319
N 1.294 1.577 -0.835 -0.348
S 2.845 1.895 -1.198 0.594
O 3.044 3.211 -1.705 -0.266
O 3.749 1.451 -0.180 -0.259
C 3.130 0.697 -2.579 -0.675
F 4.366 0.248 -2.523 0.162
F 2.307 -0.353 -2.411 0.108
F 2.891 1.253 -3.756 0.158
```

The calculation puts the LUMO energy (spin up / spin down) at 0.094 / 0.094 Eh. Its expectation value of S² is 8.754. The HOMO energy (spin up / spin down) comes out at -7.91 / -8.52 eV. As for the spin multiplicity: 6. The calculation puts the energy relative to the best compared isomer or geometry (same formula, charge and spin) at 0.0 kcal per mole. Its total charge is -1.